1.
ORCA calculation (ωB97M-V with the def2-TZVPD basis set) on an isolated molecule of C8H8Cl2O3.

Geometry as XYZ:
```
21
Properties=species:S:1:pos:R:3:forces:R:3
C 0.15820 -2.04329 -0.13152 3.59 0.37 -3.52
C -0.34859 -1.74965 1.06378 -1.24 2.12 1.28
C 0.75122 0.28090 -0.67841 -0.90 7.13 2.50
C 0.81428 -1.00350 -0.90759 -0.99 -9.95 -1.02
C 1.61538 -1.43799 -2.04861 0.56 -1.29 0.65
C -0.30196 -0.33303 1.55949 -1.60 -0.69 -0.23
C -0.04899 0.82204 0.51095 0.32 -0.58 -1.40
C -1.41506 2.36815 -0.71886 -4.17 -0.52 -1.71
O 1.59632 -2.51315 -2.62313 -0.51 0.21 0.12
O 0.50019 -0.42779 2.61925 1.20 -0.72 0.99
O -1.29343 1.25420 0.08130 -0.25 -0.83 1.70
Cl -2.04901 -0.22607 2.11385 -0.53 0.54 0.62
Cl 0.78079 2.21328 1.30911 0.37 -0.01 0.28
H 0.41232 -3.10909 -0.25574 -0.38 0.64 -0.92
H -0.84549 -2.45053 1.68910 0.01 -0.40 0.54
H 1.17256 0.89983 -1.46999 -0.23 0.58 0.63
H 2.44665 -0.76793 -2.24043 0.35 0.83 -0.52
H -2.61239 2.47092 -0.90698 2.73 -0.56 0.17
H -0.96565 2.06919 -1.65328 0.36 1.13 -0.64
H -1.24995 3.31494 -0.26887 1.24 0.70 0.38
H 0.88262 0.36858 2.95658 0.06 1.29 0.10
```
Positions in Å, forces in eV/Å.

The max |F| comes out at 10.1 eV Å⁻¹. As for the spin multiplicity: 3. Its LUMO energy (alpha / beta) is 0.49 / -3.42 eV. Its expectation value of S² is 2.016. The molar mass comes out at 223.1 g/mol.

So, what does the natural (NBO) scheme give us? The charges, in e, come out as:
1. C -0.13
2. C -0.08
3. C -0.15
4. C -0.19
5. C 0.36
6. C 0.23
7. C 0.21
8. C -0.26
9. O -0.52
10. O -0.68
11. O -0.52
12. Cl -0.07
13. Cl -0.08
14. H 0.24
15. H 0.23
16. H 0.22
17. H 0.11
18. H 0.20
19. H 0.18
20. H 0.20
21. H 0.50

2.
ORCA calculation (ωB97M-V with the def2-TZVPD basis set) on a structure of composition C3H4N2OS.

Geometry as XYZ:
```
11
Properties=species:S:1:pos:R:3:forces:R:3
C -0.32159 0.90056 0.47279 -1.13 -1.29 -1.00
C -1.65990 0.73466 0.06648 1.42 0.18 1.36
C 0.61753 -0.02505 0.44798 -0.84 -0.17 -0.95
N -1.95147 -0.48724 -0.09847 -3.05 -3.81 -1.10
N -1.14511 -1.40435 -0.44886 1.24 1.98 -0.30
O 1.62725 -0.56612 0.33902 0.15 -1.42 1.07
S 3.49411 0.47277 -0.34759 0.94 -0.12 -1.12
H -0.04865 1.80462 0.75990 1.60 3.98 1.48
H -2.44818 1.43461 0.27338 0.00 0.39 -0.41
H -1.45219 -2.32724 -0.20874 -0.66 -0.45 0.48
H 3.28821 -0.53722 -1.25590 0.33 0.74 0.48
```
Positions in Å, forces in eV/Å.

The max |F| comes out at 5.0 eV Å⁻¹. As for the spin multiplicity: 1. Its LUMO energy (alpha / beta) is -1.39 / -1.36 eV. The molar mass comes out at 116.1 g/mol.

So, what does the natural (NBO) scheme give us? The charges, in e, come out as:
1. C -0.54
2. C 0.04
3. C 0.76
4. N -0.17
5. N -0.42
6. O -0.45
7. S -0.16
8. H 0.26
9. H 0.22
10. H 0.34
11. H 0.12

> Number 2 is which compound?

C3H4N2OS